Entry 1:
Molecular formula: C6H14O
Method: DFT, the ωB97M-V functional and the def2-TZVPD basis

Results
**Max |F|**: 2.0 eV/A
**Orbital gap**: 0.369 hartree
**SMILES string**: C=C(C)CCC.O
**Net charge**: 0

```
21
Properties=species:S:1:pos:R:3:forces:R:3:mulliken_charge:R:1
C -0.613250 1.203055 0.969106 -0.4 0.2 0.1 -1.111
C -0.900339 0.212618 0.137420 -0.6 -0.7 -0.2 0.932
C -1.422968 0.406567 -1.256021 -0.8 0.4 0.0 -1.315
C -0.642494 -1.211050 0.565236 1.3 -0.4 1.6 -1.102
C 0.896092 -1.516867 0.647995 -0.6 0.0 -0.5 -0.198
C 1.253636 -2.892810 0.104594 0.3 -0.7 0.2 -1.360
H -0.738968 2.245654 0.693647 0.0 -0.2 0.1 0.337
H -0.317539 0.971717 1.986140 0.2 0.1 0.0 0.284
H -2.101853 -0.371966 -1.591580 0.5 -0.8 0.1 0.383
H -2.120339 1.238999 -1.368123 0.6 0.7 0.2 0.382
H -0.584313 0.506061 -1.930588 0.0 0.0 -0.5 0.241
H -1.060221 -2.053932 0.033215 -0.6 0.4 -0.9 0.493
H -1.031686 -1.363001 1.580164 -0.1 0.2 -0.1 0.411
H 1.260507 -1.404532 1.672406 0.0 0.0 -0.1 0.297
H 1.433439 -0.775427 0.055585 0.0 0.1 0.0 0.288
H 1.008289 -3.725689 0.769989 0.2 0.2 0.4 0.334
H 2.326625 -2.921944 -0.096080 0.0 -0.3 0.0 0.352
H 0.736879 -3.217834 -0.797785 -0.1 0.7 -0.4 0.375
O 0.952881 3.410712 -0.809485 0.1 1.5 0.6 -0.644
H 0.275255 3.219649 -1.453408 0.3 -0.8 -0.2 0.308
H 1.604731 2.735765 -0.637500 -0.3 -0.6 -0.5 0.313
```
Forces are in eV/Å.

=====

Entry 2:
Molecular formula: C12H40O8
Method: DFT, the ωB97M-V functional and the def2-TZVPD basis

Results
**Max |F|**: 2.5 eV/A
**Orbital gap**: 0.370 hartree
**SMILES string**: CC(C)O.CC(C)O.CO.CO.CO.CO.CO.CO
**Net charge**: 0

```
60
Properties=species:S:1:pos:R:3:forces:R:3:mulliken_charge:R:1
C 1.348890 -1.498273 4.378116 0.5 0.6 -1.2 -1.197
C 2.016196 -0.912081 3.073595 1.4 -1.7 -0.1 0.740
C 2.399443 -1.975218 1.993880 1.3 -0.4 0.6 -1.342
O 1.140776 -0.011451 2.443316 -0.9 0.6 1.2 -0.464
H 1.686439 -0.903748 5.236620 -0.3 -0.3 -0.1 0.354
H 1.628551 -2.544219 4.487277 0.2 0.1 0.1 0.352
H 0.262364 -1.489729 4.291490 0.0 0.2 0.0 0.186
H 3.008305 -0.450021 3.372784 -1.2 0.0 -0.3 0.142
H 1.541820 -2.326270 1.448186 -0.6 -0.3 0.1 0.202
H 2.983278 -2.841929 2.401327 -0.8 0.6 0.0 0.402
H 3.091788 -1.586375 1.227011 -0.4 0.4 0.4 0.359
H 1.449846 0.246141 1.586400 0.9 0.3 -1.0 0.048
C -1.686432 -2.594731 -1.399963 -2.3 -1.0 -0.1 -1.160
C -1.100780 -1.436262 -2.147481 1.1 0.1 0.8 1.351
C -0.699022 -1.825119 -3.534829 -0.6 -1.5 0.6 -1.647
O -1.863775 -0.252450 -2.276828 -0.2 -0.2 -0.8 -0.600
H -2.645442 -3.076215 -1.828845 1.6 0.7 0.2 0.293
H -1.986938 -2.279791 -0.420801 -0.1 0.3 0.7 0.094
H -0.916715 -3.351570 -1.259170 0.0 -0.2 -0.2 0.393
H -0.175285 -1.266937 -1.553044 -0.2 0.6 -0.3 -0.196
H -0.580941 -0.936504 -4.052046 0.7 1.6 -1.4 0.428
H -1.536842 -2.360572 -3.977442 0.0 -0.1 -0.3 0.368
H 0.184825 -2.461671 -3.560319 0.0 0.1 0.0 0.366
H -2.175038 0.122520 -1.447485 0.3 -0.4 0.7 0.358
C -4.004230 0.486722 0.320797 -0.3 -0.8 -0.4 -0.770
O -2.624843 0.179178 0.352447 0.9 0.3 1.4 -0.459
H -4.601356 0.018675 1.116057 0.3 0.0 0.0 0.280
H -4.213796 1.539143 0.307260 0.1 0.8 0.2 0.332
H -4.395693 0.100944 -0.635393 0.2 0.0 0.3 0.284
H -2.151902 0.411904 1.242508 -1.4 -0.2 -1.4 0.361
C 3.559414 2.104788 0.118000 1.8 0.6 0.4 -0.651
O 2.788823 0.964075 0.023918 -1.5 -1.7 0.4 -0.367
H 4.567374 1.728721 0.509048 -0.9 0.8 -0.9 0.236
H 3.639908 2.564790 -0.900197 0.2 0.1 1.1 0.248
H 3.253416 2.846026 0.931180 -0.2 -0.8 -1.2 0.212
H 2.230336 0.864270 -0.779778 0.5 1.0 0.4 0.385
C -1.232925 1.976612 3.399273 -1.7 -0.8 0.4 -0.773
O -1.430571 0.681372 2.741519 -1.0 1.8 0.7 -0.471
H -2.135735 2.271421 4.029699 1.2 -0.7 -0.9 0.242
H -0.351383 1.927371 3.988946 0.6 -0.3 1.0 0.321
H -1.022136 2.772262 2.723183 -0.2 0.6 -1.0 0.285
H -0.539335 0.402792 2.541748 1.0 -0.7 0.0 0.519
C 1.368611 3.454741 -5.828281 0.5 -2.0 0.2 -0.641
O 0.722023 2.644222 -4.797933 -1.3 0.3 -0.7 -0.472
H 1.553262 2.770643 -6.687897 -0.4 0.9 0.1 0.269
H 0.877793 4.386633 -6.065303 -0.5 0.0 -0.1 0.274
H 2.363437 3.696963 -5.462459 -0.1 0.0 0.3 0.245
H -0.187800 2.344494 -5.094366 1.7 0.7 0.3 0.274
C -1.532612 -3.164331 2.437013 -0.3 -0.2 -0.2 -0.459
O -0.511242 -4.123969 2.756305 -0.4 0.9 0.2 -0.497
H -1.983146 -3.024552 3.424991 0.1 1.1 -0.4 0.269
H -1.158733 -2.263589 1.847664 -0.3 -0.8 1.3 0.009
H -2.359269 -3.584095 1.823826 0.6 -0.1 0.2 0.400
H -0.362783 -4.627247 1.978744 0.5 -0.8 -1.0 0.278
C 0.209457 2.862901 -1.543775 1.3 -1.2 -1.7 -0.537
O 1.111273 1.778864 -1.958380 -0.3 0.3 0.1 -0.339
H -0.243728 2.549805 -0.630571 -0.6 -0.1 0.5 0.135
H 0.793266 3.753987 -1.394859 0.2 0.5 0.2 0.288
H -0.459849 3.012151 -2.390785 -0.4 0.2 0.5 0.219
H 1.089367 1.703773 -2.925892 -0.1 0.3 0.3 0.243
```
Forces are in eV/Å.

=====

Entry 3:
Molecular formula: C28H40IInNO8PSb2
Method: DFT, the ωB97M-V functional and the def2-TZVPD basis

Results
**Max |F|**: 0.5 eV/A
**Orbital gap**: 0.268 hartree
**Net charge**: -2

```
82
Properties=species:S:1:pos:R:3:forces:R:3:mulliken_charge:R:1
In 0.427481 0.575539 -0.868846 0.1 0.1 -0.2 2.753
C -5.531725 -1.945950 -1.060759 0.0 0.0 0.0 -1.397
Sb -3.721421 -0.883872 -0.499708 0.0 0.0 0.0 0.563
C -4.249312 0.830956 -1.684834 0.0 0.0 0.0 -1.466
C -4.559479 -0.073035 1.336372 0.0 0.0 0.0 -1.340
C -4.678894 -1.120040 2.394253 0.0 0.0 0.1 0.654
C -5.815667 -1.932711 2.412552 0.0 0.0 0.0 -0.589
C -5.975510 -2.961861 3.325796 0.0 0.0 0.0 -0.714
C -4.981373 -3.199360 4.262346 0.0 0.0 0.0 -0.657
C -3.859223 -2.387727 4.279111 0.0 0.0 0.0 -0.612
C -3.682641 -1.341808 3.370396 0.0 0.0 -0.1 0.865
C -2.459065 -0.495403 3.486993 -0.1 0.1 -0.1 -1.774
Sb -0.712294 -1.097915 2.331319 0.0 -0.1 0.0 0.548
C -0.121348 -2.679676 3.689027 0.0 0.0 0.1 -1.430
C 0.452425 0.397685 3.331330 0.0 0.0 0.0 -1.368
H -6.409725 -1.310288 -0.930776 0.0 0.0 0.0 0.393
H -5.649885 -2.851542 -0.466258 0.0 0.0 0.0 0.337
H -5.456074 -2.227843 -2.112755 0.0 0.0 0.0 0.345
H -5.334418 0.864632 -1.799456 0.0 0.0 0.0 0.507
H -3.785513 0.773607 -2.669418 0.0 0.0 0.0 0.376
H -3.915310 1.743424 -1.192582 0.0 0.0 0.0 0.429
H -5.540903 0.320244 1.063024 0.0 0.0 0.0 0.687
H -3.920010 0.766537 1.600729 0.0 0.0 0.0 0.301
H -6.593939 -1.742773 1.682328 0.0 0.0 0.0 0.360
H -6.871203 -3.571426 3.305417 0.0 0.0 0.0 0.367
H -5.081397 -4.003344 4.981799 0.0 0.0 0.0 0.380
H -3.086211 -2.556566 5.021535 0.0 0.0 0.0 0.333
H -2.107584 -0.484718 4.520626 0.0 0.0 0.0 0.711
H -2.641368 0.535523 3.183270 0.0 0.0 0.0 0.626
H -0.169613 -2.348443 4.728297 0.0 0.0 0.0 0.392
H 0.906354 -2.964900 3.458393 0.0 0.0 0.0 0.403
H -0.758255 -3.555726 3.559918 0.0 0.0 0.0 0.347
H 0.177221 0.407247 4.387221 0.0 0.0 0.0 0.629
H 0.244226 1.362815 2.874057 0.0 0.0 0.0 0.257
H 1.518918 0.194234 3.244799 0.0 0.0 0.0 0.384
O -2.716489 2.717855 0.853610 0.0 -0.1 -0.1 -0.695
C -1.847399 2.235896 0.146734 0.3 0.3 0.3 0.151
O -1.240386 1.118493 0.400848 -0.2 -0.2 0.0 -0.355
C -1.369220 2.973332 -1.161626 -0.2 -0.1 -0.1 0.405
O -1.898897 4.021728 -1.483531 0.0 0.0 0.0 -0.771
O -0.445804 2.357289 -1.819794 0.1 0.0 0.1 -0.597
O 6.290017 -2.609711 2.044310 0.0 0.0 0.0 -0.726
C 5.447492 -3.253366 1.394203 -0.1 0.0 0.1 0.418
O 5.421025 -4.458650 1.074434 0.0 0.0 0.0 -0.746
C 4.220238 -2.430865 0.910547 0.0 0.0 0.0 0.191
C 3.211503 -3.038580 0.172504 0.0 0.0 0.0 -1.226
C 2.140932 -2.284291 -0.269216 0.0 0.0 0.0 -0.393
N 2.031817 -0.981262 -0.009454 0.0 0.1 0.1 0.519
C 2.986404 -0.385531 0.714612 0.0 0.0 0.0 0.845
C 4.092093 -1.073101 1.186185 0.0 0.0 0.0 -0.934
C 2.781702 1.100771 0.985743 0.1 0.0 -0.1 0.137
O 3.683684 1.732989 1.519862 0.0 0.0 0.1 -0.824
O 1.659381 1.584146 0.590521 0.0 0.1 0.1 -0.553
H 3.293716 -4.093788 -0.048630 0.0 0.0 0.0 0.481
H 1.342559 -2.722342 -0.856928 0.0 0.0 0.0 0.328
H 4.853636 -0.566200 1.760425 0.0 0.0 0.0 0.570
C 2.131516 4.179775 -1.370993 0.0 0.0 0.0 -1.353
C 3.170581 3.116875 -1.720270 0.0 0.0 0.0 -0.946
P 2.456645 1.601073 -2.468884 0.0 0.0 0.0 0.426
C 1.883455 2.155363 -4.120533 0.0 0.0 0.0 -0.142
C 2.919857 2.757085 -5.062643 0.0 0.0 0.0 -1.308
C 3.934975 0.536671 -2.780690 0.0 0.0 0.0 -0.239
C 5.298541 1.213353 -2.894392 0.0 0.0 0.0 -1.441
H 2.632794 5.089561 -1.033440 0.0 0.0 0.0 0.455
H 1.488666 3.827605 -0.567926 0.0 0.0 0.0 0.108
H 1.491755 4.433681 -2.217099 0.0 0.0 0.0 0.291
H 3.688186 2.802198 -0.810533 0.0 0.0 0.0 0.386
H 3.930008 3.521814 -2.395323 0.0 0.0 0.0 0.675
H 1.070838 2.854539 -3.908881 0.0 0.0 0.0 0.326
H 1.409325 1.284501 -4.578894 0.0 0.0 0.0 0.282
H 3.408160 3.628727 -4.622908 0.0 0.0 0.0 0.290
H 2.451407 3.079074 -5.995514 0.0 0.0 0.0 0.426
H 3.695058 2.032248 -5.317980 0.0 0.0 0.0 0.257
H 3.701553 -0.039406 -3.680044 0.0 0.0 0.0 0.479
H 3.959837 -0.193699 -1.967430 0.0 0.0 0.0 0.023
H 5.327489 1.954269 -3.694498 0.0 0.0 0.0 0.279
H 6.071175 0.468581 -3.094930 0.0 0.0 0.0 0.452
H 5.565523 1.716192 -1.964812 0.0 0.0 0.0 0.294
I 0.830016 -1.691272 -3.772357 0.0 0.0 0.0 -0.116
C -0.441598 -0.949751 -2.192435 -0.1 -0.1 0.0 -1.751
H -1.280752 -0.511450 -2.728834 0.0 0.0 0.0 0.518
H -0.790279 -1.847933 -1.688629 0.0 0.0 0.0 0.507
```
Forces are in eV/Å.

=====

Entry 4:
Molecular formula: C6H11NO
Method: DFT, the ωB97M-V functional and the def2-TZVPD basis

Results
**Max |F|**: 0.8 eV/A
**Orbital gap (spin up / spin down)**: 0.258 / 0.258 hartree
**Net charge**: 0

```
19
Properties=species:S:1:pos:R:3:forces:R:3:mulliken_charge:R:1
C -0.469217 -2.124183 0.756391 0.0 0.2 -0.1 -0.749
C 2.466194 0.053530 0.586696 0.2 -0.1 0.2 -1.239
C 1.209826 0.389478 -0.056928 -0.7 -0.3 0.1 0.328
C 0.245295 0.953769 -0.693383 0.0 0.1 -0.1 0.203
N 0.052884 1.999064 -1.554161 0.1 -0.1 0.1 -0.468
C -1.064933 0.058600 -0.391368 -0.2 0.1 0.1 0.114
C -2.249166 0.673780 0.004274 0.2 -0.1 -0.1 -1.067
O -0.278018 -0.709863 0.713731 0.5 0.1 -0.2 -0.247
H -0.923684 2.294019 -1.542711 0.0 -0.1 0.1 0.301
H 0.719591 2.754971 -1.526624 -0.1 -0.1 0.0 0.231
H -1.175299 -0.623502 -1.236021 0.0 0.0 0.0 0.263
H -0.158295 -2.595891 -0.183627 0.0 0.0 0.0 0.322
H -1.519314 -2.351778 0.948831 0.0 0.0 0.0 0.295
H 0.134241 -2.514549 1.576461 0.0 0.0 0.0 0.247
H 3.245388 0.738287 0.227945 -0.1 0.0 0.0 0.349
H 2.798838 -0.961534 0.349379 0.0 0.1 0.0 0.295
H 2.409700 0.157175 1.673985 0.0 0.0 -0.1 0.256
H -2.270652 1.324403 0.868799 0.0 0.0 0.0 0.282
H -3.173377 0.484223 -0.521667 0.0 -0.1 0.0 0.284
```
Forces are in eV/Å.